# 1
11
Properties=species:S:1:pos:R:3:forces:R:3 method="wB97M-V/def2-TZVPD" total_energy_ha=-1060.6088 gap_ev=6.8 molar_mass_g_mol=141.09 fmax_ha_per_bohr=0.0603 total_charge=-2 e_homo_ev=-0.28 multiplicity=1 relative_energy_kj_mol=46.1
C -1.106633 0.157154 -0.130621 3.003 0.721 -0.270
N 0.123149 0.437026 -0.072909 1.154 0.283 1.903
O 2.558762 0.599393 0.466115 -0.953 0.279 0.995
O 1.316967 -0.942502 2.132122 -0.065 0.303 -0.509
O 0.857388 1.627619 2.205790 0.556 -1.074 -0.951
P 1.200180 0.367675 1.420874 -1.160 0.387 -0.218
S -2.412248 -1.344472 -2.892853 -0.379 -0.141 -0.392
H -1.453999 -2.244831 -2.640773 0.092 -0.027 0.051
H -1.535898 0.353134 -1.040623 -1.547 0.336 -2.071
H -1.666971 -0.313469 0.586038 -1.395 -1.201 2.202
H 2.119302 1.303273 -0.033162 0.693 0.134 -0.742

# 2
14
Properties=species:S:1:pos:R:3:forces:R:3 method="wB97M-V/def2-TZVPD" total_energy_ha=-361.8261 gap_ev=10.5 molar_mass_g_mol=101.10 fmax_ha_per_bohr=0.0108 total_charge=0 e_homo_ev=-9.72 multiplicity=1 relative_energy_kj_mol=143.9
C -1.063908 -0.766111 -0.137434 -0.130 -0.057 0.001
C -0.168424 0.353873 -0.599446 0.074 0.174 -0.155
C -1.299858 0.660176 0.320836 -0.173 -0.116 -0.250
O -1.092762 0.911930 1.674249 0.225 -0.220 0.188
C 1.270784 0.510867 -0.197542 0.131 0.148 -0.004
O 1.734326 1.566671 0.184496 -0.096 -0.393 -0.145
N 2.015740 -0.620436 -0.365822 0.116 0.017 0.061
H -1.273430 0.077361 2.121644 0.029 0.331 0.197
H -1.716932 -1.295869 -0.825818 0.072 0.275 0.029
H -0.631314 -1.414785 0.630515 -0.187 0.234 -0.136
H -0.346911 0.681716 -1.620463 0.123 0.072 0.084
H -2.055968 1.320948 -0.103597 -0.154 -0.534 0.043
H 1.610232 -1.437512 -0.789474 0.072 0.096 0.042
H 3.018424 -0.548825 -0.292143 -0.102 -0.027 0.045

# 3
71
Properties=species:S:1:pos:R:3:forces:R:3 method="wB97M-V/def2-TZVPD" total_energy_ha=-2553.2023 gap_ev=8.1 molar_mass_g_mol=580.95 fmax_ha_per_bohr=0.0501 total_charge=+1 e_homo_ev=-11.02 multiplicity=1
C 5.931867 -2.280623 3.278603 0.558 -1.072 0.345
O 5.608371 -2.586056 1.910583 -0.132 1.365 0.822
C 5.176955 -1.393943 1.240462 -0.935 -0.181 -0.921
C 3.778614 -1.699358 0.614261 -0.279 -0.162 0.160
C 2.691498 -2.059714 1.723322 0.914 -0.007 -1.704
C 1.313065 -2.190662 0.979105 0.662 -1.166 0.885
N 0.378666 -1.050365 1.167444 -1.515 0.419 -0.026
C 0.589618 0.307765 1.325708 -1.200 1.977 0.238
Cl 2.147035 1.114623 1.366058 -1.528 -0.896 -0.112
C -0.683548 0.983308 1.428404 1.848 -1.766 -0.304
C -0.998200 2.497737 1.626713 0.346 0.292 -1.025
F -2.309860 2.812091 1.438850 1.004 -0.845 0.382
F -0.303930 3.213174 0.665226 -0.450 -0.865 1.101
C -0.540235 3.057547 3.026903 -0.242 1.287 -0.218
F -1.112578 4.292985 3.174532 0.396 -1.200 -0.344
F 0.808594 3.257139 3.015680 -1.216 -0.636 0.208
C -0.992010 2.189399 4.270018 0.391 1.214 1.733
F -2.061218 1.398810 4.029642 1.176 0.261 -0.206
F 0.071476 1.498323 4.746798 -1.230 -0.054 -0.777
F -1.360140 3.051883 5.256191 0.298 -0.967 -0.924
N -1.594027 -0.078673 1.311347 1.696 -0.001 -0.372
O -2.926969 0.147660 1.322606 -0.662 -0.240 0.151
C -0.976936 -1.269499 1.156955 -0.431 -0.115 0.140
C -1.752558 -2.596345 0.967830 -0.049 1.105 -0.658
C -2.647273 -3.010062 2.215196 0.316 0.257 0.547
N -4.071160 -3.057792 1.829156 0.833 -0.595 0.212
N -2.406368 -2.049221 3.345218 0.078 -0.666 -0.568
N -2.189677 -4.355788 2.634492 -0.504 1.260 0.018
H 6.201340 -3.254302 3.760650 -0.226 0.797 -0.414
H 6.837693 -1.621872 3.354920 -0.945 -0.310 -0.070
H 5.049412 -1.874563 3.830211 0.670 -0.014 -0.425
H 5.908203 -1.137593 0.437642 -0.472 -0.069 0.604
H 5.051109 -0.520732 1.928432 0.351 -0.668 -0.327
H 3.369140 -0.861180 -0.005380 0.677 -0.470 0.508
H 3.865529 -2.572346 -0.087088 0.000 0.649 0.675
H 2.995716 -3.067717 2.102369 -0.505 0.989 0.062
H 2.706442 -1.280122 2.518144 -0.236 -0.801 -0.401
H 0.804076 -3.089714 1.411640 0.223 0.982 -0.382
H 1.454154 -2.409613 -0.107269 -0.101 0.508 0.786
H -3.390121 -0.636706 0.962792 0.501 0.306 -0.145
H -2.422029 -2.427513 0.077744 0.512 -0.268 0.742
H -1.065143 -3.416656 0.653665 -0.607 0.694 0.440
H -4.492828 -2.129883 1.863655 0.010 -0.326 0.176
H -4.539646 -3.635419 2.534785 -0.143 0.322 -0.463
H -3.093849 -1.296707 3.305599 0.224 -0.162 0.364
H -2.527628 -2.585154 4.207188 -0.094 0.537 -0.181
H -1.264878 -4.193633 3.050443 -0.345 -0.371 -0.101
H -2.812727 -4.626198 3.404251 0.392 -0.256 -0.249
C 1.552075 2.714370 -2.599075 -0.008 -0.205 -0.177
O 0.395281 2.019808 -3.008131 0.151 0.195 -0.281
C -0.777635 2.522158 -2.408530 -0.164 -0.199 -0.296
C -1.963274 2.443049 -3.357872 -0.182 0.036 0.041
O -1.933328 3.391731 -4.414691 0.156 -0.179 0.104
C -0.962347 3.192203 -5.441377 -0.076 0.097 -0.192
C -1.226858 1.987680 -6.329815 0.258 -0.088 0.279
O -0.908896 0.778801 -5.649499 -0.324 -0.007 0.171
C -1.724675 -0.304686 -6.046229 0.244 0.074 0.056
H 1.762971 2.485429 -1.554596 0.222 0.146 0.255
H 2.380452 2.380774 -3.222871 -0.020 -0.079 0.063
H 1.442273 3.795634 -2.729396 -0.035 0.011 0.079
H -0.642839 3.565493 -2.104811 -0.014 -0.009 0.065
H -0.975474 1.907171 -1.519667 -0.268 0.142 0.164
H -2.861753 2.682606 -2.780575 0.057 0.125 -0.010
H -2.106305 1.430796 -3.741085 0.253 -0.044 0.000
H 0.046472 3.174854 -5.029211 0.009 -0.233 -0.001
H -1.025830 4.083776 -6.070329 -0.122 -0.031 0.040
H -0.594189 2.044524 -7.221444 -0.088 0.191 -0.134
H -2.279476 1.993899 -6.636317 0.024 0.003 0.010
H -2.786146 -0.047920 -5.961106 -0.029 -0.010 -0.120
H -1.523376 -1.140290 -5.374147 0.092 0.051 -0.059
H -1.490193 -0.608565 -7.070947 -0.163 -0.060 -0.039

# 4
47
Properties=species:S:1:pos:R:3:forces:R:3 method="wB97M-V/def2-TZVPD" total_energy_ha=-1222.4637 gap_ev=9.3 molar_mass_g_mol=287.23 fmax_ha_per_bohr=0.0942 total_charge=-1 e_homo_ev=-7.03 multiplicity=1 relative_energy_kj_mol=279.5
O 2.462220 5.469338 -0.570352 -0.875 -0.571 0.756
H -2.135452 -3.799385 0.068774 -0.367 -0.410 -0.025
H 0.521321 2.954540 1.900746 -0.382 -0.417 0.068
O -1.249891 -4.140841 3.302648 0.312 0.002 0.693
H 2.821893 4.612839 -0.834912 0.063 0.093 -0.124
H 1.780923 5.172810 0.082331 0.776 0.301 -0.580
O -0.493516 -3.816007 -1.610376 0.515 0.287 2.638
H -1.459287 -3.370002 3.859556 0.101 -0.314 -0.852
H 1.603863 2.224753 1.128477 -0.148 -0.543 0.019
O 1.162391 3.066338 1.204195 0.570 1.315 -0.278
H -3.111254 -1.351119 2.182177 0.377 -0.057 -0.655
H -1.241826 -3.912054 2.342042 -0.539 0.203 0.209
O -2.620984 -1.370197 1.342113 -0.052 -0.634 0.333
H -0.537975 -0.719808 -1.170187 1.589 0.059 0.486
H -2.083680 0.418534 3.914631 0.590 -0.016 -0.046
O 5.325182 0.541353 -2.413700 -0.318 0.369 4.818
H 4.734309 1.078663 -1.806532 -0.533 0.383 -2.403
H 5.639739 0.235529 -1.486671 0.790 -0.753 -2.483
O -2.562930 2.079680 0.724597 0.292 0.316 -0.120
H -2.457581 1.122525 0.600829 -0.248 0.239 0.232
H -3.397082 2.270746 1.155525 -0.164 -0.423 -0.104
O -0.124729 3.558772 -1.785851 -0.432 -0.508 -0.145
H -0.479826 2.874340 -1.175150 0.215 1.174 -0.092
H -0.330704 -4.588091 -1.045848 0.247 -1.368 -1.344
O -0.065858 -0.296479 -3.818592 -0.872 -0.299 -0.851
H 0.794976 -0.623314 -3.574126 0.343 0.131 0.501
O -2.153797 -0.666783 -1.200285 0.386 1.454 -0.977
H -2.433136 -1.017967 -0.343213 -0.329 -0.891 0.403
H -2.029757 -1.263016 -1.941387 -0.547 -0.684 0.290
O -0.104043 0.682190 1.252403 -0.200 -1.106 -0.434
H -0.564473 -3.417482 -0.648393 -0.699 1.000 -1.577
H 0.086435 0.174524 0.392907 0.000 0.383 1.379
O -1.593573 -0.409251 3.992320 -0.615 -0.443 0.233
H 1.433636 1.598830 -2.082300 0.719 1.218 -0.627
H -0.653623 -0.248577 4.062956 0.146 0.509 -0.037
O 1.322627 -2.531595 1.917003 -0.340 -0.530 0.360
H 1.125804 -3.461327 2.123226 0.262 0.222 -0.165
H 0.491458 -2.137410 2.212102 0.053 0.317 -0.271
O -1.515782 -3.474192 0.719296 -0.047 0.558 0.492
H 0.539717 -1.725344 -0.751257 0.429 -0.529 0.226
H -2.176745 -2.457645 1.155123 0.246 0.830 -0.126
O 0.464192 -0.792478 -0.939923 -1.479 0.735 -0.636
H -0.273988 0.480067 -3.302274 0.335 0.173 0.214
H -0.212118 4.442917 -1.420060 -0.214 -0.343 0.448
O 2.021996 2.218870 -2.585067 0.035 -0.560 0.335
H -0.738592 0.109102 1.731728 0.276 0.216 -0.538
H 1.612295 3.107682 -2.587446 -0.266 -1.088 0.355